The following is a DFT calculation (ωB97M-V/def2-TZVPD) of a structure of composition C30H28HfN5O2S2Si at a distorted geometry.

```
69
Properties=species:S:1:pos:R:3:nbo_charge:R:1
C -0.625 4.353 -0.323 -0.19
N -5.779 0.100 -0.121 -0.76
H 3.585 -1.193 -3.930 0.21
C -0.778 0.886 2.614 0.71
S -3.318 -0.141 0.723 -0.18
H 1.855 -5.072 -3.480 0.22
C 5.375 -0.116 -0.584 -0.21
H 6.170 -1.995 0.000 0.23
H -1.640 4.323 0.044 0.20
C 0.082 -3.387 0.629 -0.22
H -1.629 -0.107 4.317 0.26
H -3.452 -4.347 1.779 0.21
H -5.914 -0.789 0.328 0.43
C 2.347 2.210 -0.721 0.11
C 1.747 -1.293 -2.839 -0.15
H -1.484 -5.344 2.888 0.22
O -3.108 3.280 2.153 -0.60
C -1.235 0.874 4.050 -0.50
N -4.344 1.769 -0.799 -0.43
C -2.284 -3.151 0.443 -0.14
C -1.358 -4.630 2.087 -0.20
H 0.032 -4.112 -2.181 0.22
C -2.294 1.978 4.071 -0.52
H -1.929 -1.593 -2.238 -0.12
H -6.543 0.497 -0.643 0.41
H 1.643 6.713 -1.195 0.23
C 2.801 -1.833 -3.554 -0.24
C -2.458 -4.066 1.466 -0.24
C 2.849 -3.195 -3.793 -0.19
H -2.052 2.798 4.745 0.26
C 1.230 5.740 -0.984 -0.19
O 0.009 0.107 2.041 -0.70
C -2.330 2.488 2.642 0.73
H 1.700 -0.217 -2.691 0.18
H -5.164 2.340 -0.992 0.39
S 4.014 2.274 -1.223 0.46
C 1.463 3.350 -0.809 -0.05
H -0.387 1.065 4.707 0.26
H 1.081 -3.179 0.268 0.21
C 4.085 -1.849 0.501 -0.18
C 0.805 -3.464 -2.567 -0.20
C -0.086 -4.303 1.649 -0.20
H 3.050 4.679 -1.359 0.22
C -4.548 0.625 -0.109 0.31
C -0.085 5.607 -0.568 -0.19
C 5.286 -1.377 -0.030 -0.19
H 6.302 0.263 -0.983 0.23
C 0.732 -2.093 -2.326 -0.44
C 3.014 0.190 -0.086 0.18
H 0.777 -4.769 2.101 0.21
Hf -0.533 0.976 -0.079 2.25
H -3.283 1.617 4.348 0.26
H 2.009 -1.388 0.928 0.24
N -1.359 1.855 1.905 -0.78
C 2.946 -1.073 0.492 -0.23
H -3.117 2.974 0.231 0.42
H 3.655 -3.631 -4.363 0.22
C 0.098 3.162 -0.473 -0.59
C 2.009 4.608 -1.084 -0.18
H -3.032 3.105 -1.431 0.39
C 1.841 -4.008 -3.300 -0.21
H 4.059 -2.838 0.931 0.23
C -1.012 -2.768 0.021 -0.43
N -3.104 2.442 -0.660 -0.66
H -3.148 -2.734 -0.053 0.20
H -0.698 6.484 -0.429 0.23
Si -0.746 -1.411 -1.316 0.40
C 4.230 0.660 -0.614 -0.23
N 1.972 1.079 -0.170 -0.60
```

HOMO level   -10.6024 eV
Frontier orbital gap   7.052 eV
Net charge   +1
Energy above the lowest of the compared OMol25 structures with the same formula, charge and spin   41.3 kcal/mol

***

The following is a DFT calculation (ωB97M-V/def2-TZVPD) of a structure of composition C33H69Ba2F6NO34P6 at a distorted geometry.

```
151
Properties=species:S:1:pos:R:3:lowdin_charge:R:1
F 10.533 -6.301 1.459 0.18
O 0.656 -1.273 -4.405 0.03
O -5.863 1.935 -5.213 -0.24
C 1.000 -6.508 -0.270 -0.16
H 1.562 -9.025 -4.940 0.09
H -5.094 -7.875 5.084 0.10
H 0.449 -10.902 4.197 0.09
C 3.964 3.010 4.945 -0.10
O 1.195 -7.159 -1.468 -0.22
P 6.001 1.531 4.710 0.45
O 7.610 -5.664 2.695 0.02
C 4.336 6.206 -7.649 -0.13
H -5.785 4.407 -4.938 0.09
P 1.204 -8.770 -1.395 0.49
O 2.467 5.259 -5.470 -0.23
H 5.295 6.278 -8.162 0.09
H 4.878 -3.687 2.198 0.07
O -2.495 -8.677 2.682 -0.21
H -7.330 4.357 -4.191 0.08
H -2.800 6.664 -1.927 0.06
H -7.354 0.545 -5.369 0.09
F -1.717 12.468 -2.361 0.19
C 3.976 -0.318 4.939 -0.10
F 0.102 11.983 -3.318 0.21
H -0.944 -4.882 3.733 0.10
O 6.686 2.226 3.590 -0.29
O -3.107 -8.200 5.091 -0.19
O -1.911 1.647 1.829 -0.09
C 8.865 -5.287 2.774 -0.40
H -4.236 -6.812 3.910 0.07
H -0.232 3.752 1.704 0.10
H -2.342 1.690 -3.061 0.08
H -5.733 4.063 3.558 0.09
C 6.511 -4.827 3.082 -0.16
F -1.754 11.105 -4.034 0.14
H -7.769 2.032 -4.526 0.09
C 9.819 -6.413 2.577 -0.56
C -7.215 1.626 -5.373 -0.10
H -10.726 2.805 5.304 0.10
H -6.383 5.288 4.561 0.09
P -1.957 -8.255 3.958 0.41
O 5.089 2.496 5.564 -0.21
O -1.613 9.300 -1.986 -0.01
O -7.633 4.369 3.045 -0.21
C -6.267 4.420 -3.961 -0.07
H 5.721 -4.705 1.046 0.08
C -0.599 -3.086 -3.690 0.02
O 0.000 10.593 -0.896 0.12
H 4.001 0.110 5.942 0.09
C -0.723 1.635 1.483 -0.34
H 3.261 2.183 4.839 0.08
C -3.030 7.408 -1.164 -0.06
H 4.137 -1.376 5.143 0.09
H 4.461 -9.234 -1.045 0.09
C -0.765 10.398 -1.862 -0.27
O 4.321 3.653 -6.114 -0.20
H -7.558 1.994 -6.340 0.10
O -7.521 2.105 2.037 -0.26
O 1.962 3.852 0.625 -0.07
H 2.282 7.019 -4.161 0.09
H 4.246 -8.088 0.168 0.08
C -6.644 4.343 4.085 -0.09
H -2.342 3.427 -2.742 0.10
O -3.683 2.756 -4.289 -0.18
C 1.751 6.347 -4.835 -0.08
H 1.618 -5.613 -0.200 0.09
C -1.031 11.497 -2.937 -0.58
H 5.750 -5.518 3.445 0.12
O -0.937 -9.376 4.528 -0.22
P -8.418 3.018 2.711 0.38
N -0.292 -2.060 -4.673 -0.44
C -9.822 3.389 0.465 -0.08
C 8.212 0.343 5.402 -0.13
H -3.368 6.755 -0.359 0.08
H 1.100 -10.516 -4.115 0.09
H -9.317 3.887 5.564 0.09
H 8.318 -0.696 5.717 0.10
O 4.634 6.198 -6.285 -0.20
H 3.768 -7.589 -1.381 0.09
F 9.118 -7.531 2.521 0.18
C -2.554 2.667 -3.494 -0.14
H -9.250 2.505 0.183 0.08
O -0.910 -2.015 -5.716 0.08
O 2.501 -9.148 -0.426 -0.23
C -9.949 3.399 4.822 -0.07
C 1.158 -9.432 -4.013 -0.13
H 9.077 0.947 5.676 0.10
H -9.599 4.295 -0.099 0.09
O 9.213 -4.131 2.861 0.16
H 6.454 -3.131 1.704 0.07
H -2.309 -5.805 2.966 0.08
H -6.203 5.394 -3.475 0.09
H 0.812 6.036 -4.378 0.08
C 3.632 2.503 -5.600 -0.09
O -5.734 3.336 -3.114 -0.24
H -6.902 3.763 4.971 0.09
C 1.312 2.771 0.632 -0.42
O -0.734 -0.768 0.914 -0.06
O -0.051 -9.462 -1.068 -0.21
H 3.034 -0.123 4.425 0.10
H 0.031 -3.913 -4.016 0.11
O -9.731 3.489 1.891 -0.22
C -4.188 -7.303 4.882 -0.13
C -0.027 -10.064 3.687 -0.09
O 5.039 0.289 4.244 -0.23
C 3.757 -8.464 -0.731 -0.10
Ba 6.439 3.854 -0.349 1.82
H 3.297 2.566 -4.565 0.09
H -0.962 7.654 -0.842 0.12
F 10.723 -6.487 3.581 0.16
H -2.474 -5.323 4.557 0.07
H 1.529 -0.570 -0.093 0.12
P -5.032 2.042 -3.819 0.53
H 4.257 3.476 4.004 0.09
C -0.131 0.273 0.817 -0.39
H -10.881 3.184 0.306 0.09
H 0.136 -9.054 -4.019 0.08
P 4.071 5.025 -5.330 0.44
H 3.882 5.351 -8.151 0.10
C -1.808 8.340 -0.901 -0.18
H -0.504 -10.374 2.757 0.09
H 3.790 7.098 -7.955 0.10
H -1.914 8.770 0.094 0.12
H 0.785 -9.351 3.544 0.08
O 4.577 5.034 -3.927 -0.30
O 7.032 0.956 5.828 -0.19
H 2.871 2.125 -6.283 0.10
O 2.972 1.206 -0.311 -0.10
H -4.224 -6.463 5.576 0.08
C 0.078 2.824 1.248 -0.01
H -10.437 4.127 4.174 0.09
H 8.325 0.242 4.322 0.08
H 6.943 -4.217 3.876 0.12
H -0.307 -2.834 -2.670 0.10
Ba -4.643 -0.992 0.962 1.81
H 4.297 1.639 -5.621 0.09
H 1.255 -7.113 0.600 0.09
C 1.094 0.390 0.144 -0.06
H -3.871 8.027 -1.476 0.07
H 3.549 3.701 5.679 0.11
O -1.141 -6.881 4.072 -0.19
C -1.704 -5.652 3.859 -0.16
O 1.881 -9.123 -2.863 -0.23
H -1.639 2.675 -4.087 0.09
C 1.809 1.475 0.151 -0.42
H -1.595 -3.508 -3.827 0.10
H -0.031 -6.206 -0.082 0.09
C 5.866 -4.030 1.889 -0.04
H 1.398 7.013 -5.623 0.09
O -8.997 2.552 4.140 -0.23
O -4.987 0.776 -2.919 -0.34
```

HOMO level   -9.5953 eV
Frontier orbital gap   3.001 eV
Net charge   +2

***

The following is a DFT calculation (ωB97M-V/def2-TZVPD) of an isolated molecule of C17H17Cl2N3O4 at a distorted geometry.

```
43
Properties=species:S:1:pos:R:3:nbo_charge:R:1
C -0.920 2.174 0.238 0.28
C 1.427 -0.650 1.481 -0.30
N -3.008 1.200 0.996 -0.63
C -0.127 3.163 -0.261 -0.31
C -1.986 2.182 1.295 -0.26
C 2.584 -1.004 -0.587 -0.10
H -1.866 -1.696 -2.390 0.21
O -0.705 1.023 -0.439 -0.43
H -2.856 0.261 1.347 0.43
H -3.580 -1.660 -2.822 0.24
H 0.746 -0.968 2.254 0.24
H 0.193 -4.306 0.893 0.22
Cl 3.598 2.602 0.725 0.02
C 0.222 1.284 -1.381 0.07
H 0.507 0.477 -2.025 0.20
C -4.345 -0.055 -0.559 -0.54
O -3.810 2.289 -0.829 -0.61
H -2.676 -0.153 -2.708 0.25
C -0.967 -2.555 1.386 0.64
C 0.620 2.580 -1.315 -0.29
H 3.853 0.579 -1.256 0.24
O 1.171 -2.710 0.188 -0.50
C -3.206 -0.989 -0.839 0.30
N -1.525 -2.211 0.197 -0.46
H 1.341 3.066 -1.937 0.23
C 1.702 -1.472 0.395 0.34
C -2.796 -1.143 -2.270 -0.69
H -2.439 3.177 1.320 0.23
O -1.454 -2.326 2.468 -0.58
C -3.703 1.287 -0.161 0.70
H -4.942 -0.416 0.277 0.25
C 3.178 0.239 -0.488 -0.23
Cl 2.911 -2.005 -1.952 0.02
H -0.084 4.179 0.072 0.23
C 2.012 0.601 1.586 -0.20
H 1.783 1.233 2.429 0.23
H -1.021 -2.419 -0.664 0.39
C 2.883 1.040 0.605 -0.05
N -2.649 -1.462 0.199 -0.27
H -1.572 1.954 2.281 0.22
C 0.376 -3.275 1.208 -0.17
H -4.969 0.098 -1.437 0.24
H 0.901 -3.288 2.170 0.21
```

HOMO level   -8.4990 eV
Frontier orbital gap   8.984 eV
Net charge   0
Energy above the lowest of the compared OMol25 structures with the same formula, charge and spin   55.7 kcal/mol

***

The following is a DFT calculation (ωB97M-V/def2-TZVPD) of a structure of composition C57H108N12O5Rb at a distorted geometry.

```
183
Properties=species:S:1:pos:R:3:lowdin_charge:R:1
H -20.548 3.868 4.023 0.09
N -14.344 11.352 0.525 -0.05
H -17.914 13.407 -0.835 0.14
H -19.096 16.666 7.226 0.11
C -20.491 11.392 -1.609 -0.11
H -24.638 16.364 2.544 0.06
C -24.766 14.271 7.126 -0.08
H -13.510 8.125 0.965 0.10
C -21.297 12.802 1.823 -0.03
H -23.702 10.477 -2.140 0.07
N -26.254 10.520 1.851 -0.03
H -16.413 11.377 -0.916 0.09
H -15.415 11.690 8.906 0.11
H -16.174 10.766 10.282 0.12
H -24.309 16.711 7.520 0.12
C -24.664 17.519 -2.593 -0.03
C -25.063 15.898 4.631 -0.20
C -18.418 6.231 3.057 0.01
H -20.237 3.287 5.696 0.10
H -18.462 13.198 -3.641 0.14
C -14.291 13.558 0.651 0.02
H -25.481 15.048 7.377 0.13
C -17.536 11.388 -2.795 -0.13
C -17.083 16.348 6.577 -0.13
O -18.010 11.681 3.124 -0.07
C -24.941 15.681 -0.949 -0.17
H -28.786 12.243 0.349 0.10
H -15.751 13.209 3.660 0.09
H -16.267 12.497 10.243 0.11
H -18.858 12.244 0.130 0.11
H -19.392 11.725 -3.866 0.14
H -22.155 13.444 8.794 0.12
H -23.721 17.827 -2.173 0.17
H -23.410 14.457 -1.842 0.06
H -20.931 4.940 5.232 0.08
H -14.125 9.271 2.033 0.08
H -23.651 19.235 -4.368 0.11
H -27.238 15.623 -2.642 0.14
H -22.391 9.584 -1.537 0.08
H -16.091 16.617 6.956 0.12
C -24.346 14.321 -1.307 -0.05
H -25.219 16.920 4.985 0.13
H -18.165 3.914 4.356 0.14
H -22.927 15.954 8.313 0.12
C -17.871 19.433 1.734 -0.08
H -25.740 15.565 -0.207 0.13
C -17.500 11.611 8.761 -0.38
H -17.864 17.280 8.365 0.13
C -18.437 10.869 6.457 0.05
N -18.298 7.557 2.897 -0.07
H -25.231 13.633 6.374 0.14
O -20.374 15.608 4.050 -0.15
C -23.700 15.342 5.049 -0.13
H -17.894 16.686 4.599 0.12
H -18.041 20.232 4.596 0.16
C -22.801 13.155 7.964 -0.15
C -26.461 16.311 -2.926 0.03
C -24.714 19.061 -4.505 0.04
C -20.032 13.882 -1.876 0.02
H -15.376 18.657 6.668 0.12
H -19.186 18.609 6.142 0.12
H -16.657 14.106 2.464 0.08
C -20.211 14.571 3.368 -0.36
C -18.559 8.169 4.114 -0.01
C -14.061 9.997 0.024 -0.13
H -18.118 9.691 8.170 0.19
H -13.385 12.404 -1.037 0.16
H -22.658 9.730 -3.296 0.09
H -22.772 16.958 6.781 0.11
C -18.712 7.164 5.002 -0.02
H -17.631 7.642 0.897 0.10
H -24.923 18.925 -5.563 0.12
C -14.305 8.861 1.033 -0.03
C -17.018 19.143 2.960 -0.21
H -26.280 15.997 2.859 0.09
H -15.298 19.115 4.942 0.11
H -17.120 15.265 6.505 0.11
H -18.631 9.245 4.091 0.10
H -27.448 10.231 0.192 0.14
C -18.130 17.164 7.317 -0.12
H -15.540 11.072 2.315 0.15
C -18.221 8.216 1.605 0.00
C -15.650 13.817 2.765 0.00
C -21.291 14.165 2.243 -0.35
H -16.058 16.835 4.719 0.13
C -25.001 10.898 1.476 -0.01
C -19.073 12.358 2.918 -0.36
C -23.346 16.233 7.352 0.06
H -18.445 13.903 4.289 0.09
N -23.554 14.992 6.514 -0.24
C -25.272 15.692 3.138 -0.08
C -17.441 11.302 -1.252 -0.12
C -13.910 12.497 -0.099 0.01
C -17.806 19.216 4.289 -0.13
H -16.696 10.204 7.499 0.17
C -27.893 12.181 0.975 -0.06
H -16.509 18.184 2.862 0.11
H -16.620 11.744 -3.278 0.13
C -15.879 19.175 5.860 0.09
H -18.634 11.933 6.418 0.09
H -27.138 12.715 0.390 0.06
C -18.203 18.508 6.592 -0.06
H -20.812 11.453 -0.568 0.11
H -18.278 4.743 5.902 0.13
N -24.898 10.016 3.462 -0.09
C -26.184 9.983 3.079 0.04
H -20.786 13.879 -2.667 0.10
H -24.770 11.265 0.490 0.13
H -18.542 5.445 2.325 0.19
H -28.352 10.214 1.621 0.15
C -26.378 17.223 -3.929 0.05
H -17.820 9.224 1.701 0.08
C -17.027 16.993 5.187 -0.11
H -22.152 12.415 1.286 0.09
C -24.253 13.456 8.332 -0.10
H -21.414 14.412 6.698 0.13
C -24.382 9.558 4.730 0.01
H -17.931 10.385 -0.925 0.11
H -19.976 10.450 -1.791 0.15
C -16.255 11.618 9.604 0.05
N -19.489 12.479 -1.875 -0.24
C -15.073 11.713 1.587 -0.02
H -17.288 19.800 0.889 0.10
H -18.902 7.127 6.063 0.13
Rb -21.497 17.945 2.664 0.81
C -20.215 4.142 5.029 -0.04
C -18.763 4.616 4.933 -0.14
H -24.301 10.381 5.443 0.09
H -13.023 9.997 -0.304 0.14
H -22.480 13.346 5.897 0.12
H -19.256 8.341 1.282 0.10
H -23.589 14.379 4.539 0.12
N -18.660 5.954 4.332 -0.04
N -25.214 17.945 -3.713 -0.08
H -28.159 12.707 1.892 0.09
H -18.570 20.255 1.907 0.09
O -22.169 14.956 1.828 -0.10
H -22.205 12.464 -2.186 0.07
H -16.183 20.194 6.072 0.13
N -15.009 13.046 1.714 -0.07
C -21.769 11.499 -2.452 -0.22
C -22.429 14.027 6.755 -0.11
H -24.352 16.321 -0.275 0.12
H -17.459 10.383 -3.218 0.13
H -20.572 14.230 -0.995 0.11
N -25.337 16.469 -2.113 -0.04
C -22.650 10.266 -2.350 -0.07
H -14.688 9.875 -0.860 0.12
H -22.613 12.107 7.740 0.11
N -17.173 18.469 5.441 -0.26
C -18.721 12.247 -3.186 -0.05
N -17.647 10.489 7.734 0.11
H -24.155 13.832 -0.347 0.06
H -18.736 18.644 4.130 0.10
H -26.846 17.478 -4.867 0.16
H -24.804 12.537 8.492 0.13
H -18.026 19.343 7.266 0.15
C -19.210 13.583 3.586 -0.03
H -21.558 11.655 -3.515 0.12
H -16.248 19.903 3.115 0.12
C -24.125 10.568 2.457 0.01
H -19.276 10.185 6.451 0.10
C -18.377 12.420 -0.831 -0.09
H -15.110 14.726 3.023 0.10
H -26.903 9.405 3.640 0.19
H -15.322 8.500 0.931 0.06
O -18.287 12.492 8.726 0.17
H -19.272 14.555 -2.259 0.11
H -25.253 19.952 -4.179 0.12
H -24.973 14.705 2.786 0.07
H -18.325 18.490 1.420 0.07
H -23.051 10.450 2.473 0.12
H -17.676 10.610 5.725 0.08
H -24.196 14.104 9.201 0.13
C -20.292 11.879 2.145 -0.42
H -23.360 9.173 4.734 0.10
C -27.518 10.743 1.156 -0.16
H -22.797 15.852 4.698 0.10
O -20.444 10.672 1.840 -0.03
H -25.867 15.397 5.177 0.11
H -25.033 13.646 -1.814 0.09
H -13.980 14.589 0.644 0.15
H -24.975 8.732 5.116 0.11
```

HOMO level   -20.3114 eV
Frontier orbital gap   7.448 eV
Net charge   +7

***

The following is a DFT calculation (ωB97M-V/def2-TZVPD) of the ion C2H6N5 with charge +1 at a distorted geometry.

```
13
Properties=species:S:1:pos:R:3:nbo_charge:R:1
N 0.170 -0.217 0.878 -0.01
N 1.373 0.603 -2.012 -0.73
H -1.621 -0.781 1.658 0.41
H 0.293 -0.570 2.741 0.39
N 0.829 -0.209 1.983 -0.54
H 1.962 -0.067 -2.543 0.43
H 1.699 0.114 1.804 0.42
C 0.173 0.437 -1.631 0.57
N -0.966 0.077 -1.302 -0.33
C -1.754 -0.208 -0.300 0.01
H -2.854 -0.281 -0.253 0.24
N -1.108 -0.342 0.908 -0.27
H 1.803 1.444 -1.929 0.41
```

HOMO level (alpha / beta)   -11.5807 / -11.5371 eV
Frontier orbital gap (alpha / beta)   7.528 / 7.218 eV
Net charge   +1
Energy above the lowest of the compared OMol25 structures with the same formula, charge and spin   102.2 kcal/mol

***

The following is a DFT calculation (ωB97M-V/def2-TZVPD) of a structure of composition CH3ClO5S2 at a distorted geometry.

```
12
Properties=species:S:1:pos:R:3:mulliken_spin:R:1
H 0.569 1.540 0.406 -0.01
S -0.808 -1.182 -3.654 0.59
O -1.501 0.758 1.604 0.19
O -0.689 0.112 -0.555 0.56
O -1.207 -1.582 1.063 0.08
Cl -1.380 -1.638 -1.808 0.24
O 0.690 -0.204 1.409 0.00
O 0.597 -1.517 -3.803 0.38
H 0.922 1.844 2.082 0.00
S -0.792 -0.253 0.873 -0.05
C 1.267 1.099 1.280 0.01
H 2.332 1.023 1.103 0.00
```

HOMO level (alpha / beta)   -9.5778 / -11.2855 eV
Spin multiplicity   3
Frontier orbital gap (alpha / beta)   9.644 / 6.787 eV
<S²>   2.01
Net charge   0